[1]
74
Properties=species:S:1:pos:R:3:mulliken_charge:R:1 method="wB97M-V/def2-TZVPD" spin_multiplicity=1 charge=+2 de_lowest_kcal_mol=126.45 homo_ev="-10.99 / -10.91" energy_ev=-63563.5189 e_lumo_ha="-0.27185 / -0.27192"
Sn -0.595 -1.741 -4.273 0.835
C -0.642 -2.521 1.159 0.365
C 0.723 -2.671 0.776 0.292
C 0.593 -0.927 2.274 0.442
C -0.720 -1.438 2.075 0.689
C 1.485 -1.687 1.469 0.488
C -1.768 -3.373 0.736 -1.218
H -1.573 -3.834 -0.241 0.252
H -2.698 -2.792 0.666 0.273
H -1.942 -4.187 1.460 0.356
C -1.949 -0.968 2.752 -1.502
H -2.821 -1.067 2.092 0.325
H -1.847 0.084 3.044 0.364
H -2.155 -1.551 3.663 0.301
C 0.968 0.156 3.201 -1.623
H 1.149 -0.227 4.219 0.288
H 0.166 0.904 3.268 0.384
H 1.887 0.657 2.870 0.359
C 2.953 -1.520 1.408 -1.495
H 3.464 -2.163 2.142 0.293
H 3.240 -0.483 1.622 0.376
H 3.332 -1.788 0.413 0.365
C 1.249 -3.702 -0.142 -1.179
H 1.341 -4.680 0.362 0.356
H 2.244 -3.421 -0.513 0.338
H 0.584 -3.841 -1.009 0.116
C -1.030 0.904 -5.114 -0.763
C -1.781 -0.306 -5.163 -0.217
C -1.981 -0.763 -6.602 -1.007
C -0.654 -1.457 -7.176 -0.983
C 0.324 -2.050 -6.145 -0.437
C 1.235 -1.320 -5.260 -0.408
C 1.552 0.142 -5.442 -0.567
C 0.294 1.031 -5.839 -0.973
H -2.218 0.116 -7.228 0.306
H -0.188 -0.755 -7.881 0.445
H -2.828 -1.456 -6.745 0.399
H 0.148 0.945 -6.944 0.321
H -1.795 1.742 -5.352 0.773
H -2.680 -0.302 -4.493 0.683
H 0.629 2.066 -5.656 0.459
H 2.013 0.585 -4.554 0.078
H 1.965 -1.941 -4.675 0.680
H 2.365 0.257 -6.181 0.495
H -1.044 -2.276 -7.787 0.395
H 0.574 -3.136 -6.188 0.625
P -1.027 3.218 -3.806 0.474
P 0.776 3.793 -2.593 0.889
C -0.834 4.908 -4.434 -0.773
C 0.281 5.388 -3.437 -0.793
H -1.767 5.489 -4.405 0.445
H -0.495 4.845 -5.485 0.274
H 1.173 5.812 -3.934 0.384
H -0.103 6.074 -2.662 0.384
C 0.930 3.995 -0.812 -1.267
H 0.766 3.017 -0.324 0.392
H 0.190 4.728 -0.457 0.410
H 1.946 4.364 -0.594 0.447
C 2.455 3.496 -3.237 -1.022
H 2.774 4.390 -3.803 0.436
H 2.487 2.607 -3.889 0.056
H 3.144 3.341 -2.392 0.444
C -2.659 2.955 -3.016 -0.934
H -2.721 1.881 -2.731 0.190
H -3.426 3.191 -3.781 0.402
H -2.807 3.573 -2.116 0.406
C -1.833 -3.322 -3.541 -0.993
H -1.479 -3.621 -2.526 0.169
H -1.737 -4.186 -4.236 0.404
H -2.898 -2.998 -3.479 0.355
Cl -1.616 -0.378 -1.405 -0.175
C -0.204 -0.633 -2.409 -0.228
H 0.178 0.359 -2.698 -0.356
H 0.539 -1.202 -1.832 0.433


[2]
85
Properties=species:S:1:pos:R:3:mulliken_spin:R:1 method="wB97M-V/def2-TZVPD" spin_multiplicity=4 de_lowest_kcal_mol=16.70 homo_ev="-7.35 / -7.54" energy_ev=-148534.7729 e_lumo_ha="-0.01807 / -0.04556"
Tc -0.519 -0.294 -0.863 2.774
C 4.065 -3.834 -1.526 -0.002
C 2.946 -3.697 -2.550 0.006
N 2.741 -2.309 -2.936 -0.002
C 1.673 -1.554 -2.650 0.018
S 0.180 -2.294 -2.129 -0.054
N 1.740 -0.269 -2.920 0.012
N 0.612 0.380 -2.580 -0.022
C 0.272 1.460 -3.191 0.039
C 1.089 2.094 -4.268 -0.009
C -1.032 1.998 -2.812 0.028
C -1.454 3.269 -3.182 0.008
C -2.713 3.701 -2.800 0.001
C -3.536 2.833 -2.105 0.005
C -3.052 1.576 -1.778 0.004
N -1.826 1.171 -2.095 0.019
H 4.224 -4.884 -1.277 0.000
H 3.812 -3.301 -0.611 0.001
H 5.002 -3.434 -1.922 0.000
H 2.011 -4.070 -2.140 -0.002
H 3.189 -4.281 -3.441 0.001
H 3.555 -1.795 -3.241 0.001
H 1.939 1.460 -4.503 0.001
H 1.457 3.070 -3.942 0.002
H 0.483 2.240 -5.164 0.002
H -0.794 3.914 -3.744 0.002
H -3.045 4.702 -3.045 0.000
H -4.533 3.120 -1.805 0.000
H -3.667 0.881 -1.228 -0.001
I -3.224 -1.856 -2.456 0.025
C -3.706 -2.413 -0.475 -0.075
C -4.817 -3.211 -0.401 0.021
C -5.284 -3.676 0.836 -0.014
C -4.625 -3.299 1.967 0.021
C -3.490 -2.458 1.908 -0.030
C -2.891 -2.080 3.127 0.067
C -1.815 -1.249 3.127 -0.027
C -1.279 -0.817 1.909 0.071
C -1.783 -1.159 0.661 -0.066
C -2.961 -1.986 0.658 0.000
H -5.342 -3.490 -1.304 0.001
H -6.156 -4.314 0.880 -0.001
H -4.959 -3.629 2.943 0.000
H -3.313 -2.457 4.051 0.002
H -1.351 -0.935 4.054 0.000
H -0.408 -0.183 1.974 -0.026
C 4.074 -0.032 0.025 0.008
Si 2.312 0.563 0.425 -0.004
C 2.201 1.986 -0.818 0.017
C 2.181 1.358 2.137 0.009
N 1.142 -0.768 0.288 0.122
C 1.367 -1.925 1.041 0.000
C 0.522 -3.056 1.053 0.037
C 0.831 -4.200 1.769 -0.036
C 1.975 -4.277 2.548 0.051
C 2.774 -3.149 2.635 -0.029
C 2.471 -2.006 1.918 0.036
H 4.750 0.823 0.118 0.000
H 4.114 -0.368 -1.014 -0.001
H 4.470 -0.833 0.647 0.000
H 2.739 2.834 -0.387 0.000
H 1.185 2.313 -1.012 0.015
H 2.681 1.720 -1.762 0.003
H 2.931 2.146 2.239 0.002
H 2.318 0.652 2.958 -0.001
H 1.199 1.824 2.255 -0.004
H -0.409 -3.048 0.523 0.009
H 0.153 -5.044 1.723 -0.001
H 2.221 -5.175 3.100 0.004
H 3.644 -3.151 3.281 -0.001
H 3.107 -1.146 2.057 0.008
Br -0.138 7.477 3.443 0.000
C -0.594 5.832 2.608 -0.001
C 0.067 5.456 1.451 0.001
C -0.252 4.242 0.862 0.004
C -1.240 3.433 1.408 -0.016
C -1.909 3.840 2.556 -0.003
C -1.577 5.035 3.173 0.000
C -1.623 2.130 0.758 0.036
O -2.789 1.768 0.779 0.022
O -0.625 1.524 0.184 -0.090
H 0.819 6.101 1.018 0.000
H 0.268 3.919 -0.031 0.000
H -2.693 3.211 2.957 0.000
H -2.080 5.350 4.077 0.000


[3]
112
Properties=species:S:1:pos:R:3:mulliken_spin:R:1 method="wB97M-V/def2-TZVPD" spin_multiplicity=3 charge=+2 de_lowest_kcal_mol=4.48 homo_ev="-12.90 / -12.90" energy_ev=-114894.3244 e_lumo_ha="-0.23770 / -0.24776"
Tc -1.073 -0.927 1.035 1.746
C -4.996 -2.532 0.243 0.016
C -5.015 -1.493 1.342 -0.004
S -3.494 -0.435 1.419 0.019
C -3.466 -0.093 3.214 0.010
C -2.853 -1.235 3.990 0.005
S -1.214 -1.712 3.283 -0.037
C -1.465 -3.532 3.137 0.017
C -0.442 -4.139 2.208 -0.008
S -0.473 -3.373 0.543 -0.016
C -1.465 -4.551 -0.462 -0.014
C -2.842 -4.035 -0.816 0.013
S -3.894 -3.922 0.676 0.005
H -4.658 -2.113 -0.702 -0.003
H -6.004 -2.929 0.117 0.001
H -5.163 -1.967 2.312 0.003
H -5.830 -0.789 1.164 -0.002
H -4.489 0.099 3.533 0.000
H -2.891 0.827 3.315 0.002
H -3.496 -2.115 3.978 0.001
H -2.666 -0.946 5.024 -0.001
H -2.470 -3.723 2.758 -0.005
H -1.365 -3.931 4.144 0.000
H -0.625 -5.205 2.090 0.000
H 0.575 -3.995 2.573 -0.002
H -1.510 -5.500 0.068 0.000
H -0.885 -4.691 -1.375 -0.001
H -3.317 -4.716 -1.524 0.002
H -2.773 -3.037 -1.249 0.004
O 0.859 -0.924 0.837 0.301
Si 2.422 -1.166 0.750 -0.081
C 3.398 0.252 -0.074 0.008
C 3.556 1.473 0.567 0.002
C 4.486 2.388 0.102 0.000
C 5.265 2.087 -1.002 0.000
C 5.082 0.891 -1.671 0.000
C 4.146 -0.020 -1.213 0.000
C 2.846 -2.779 -0.176 0.011
C 2.294 -3.080 -1.417 0.001
C 2.730 -4.180 -2.134 0.001
C 3.719 -5.000 -1.616 0.000
C 4.260 -4.723 -0.373 0.001
C 3.823 -3.622 0.342 -0.002
C 3.145 -1.360 2.512 0.012
C 4.502 -1.131 2.694 0.001
C 5.091 -1.337 3.929 0.000
C 4.326 -1.762 5.000 0.000
C 2.973 -1.989 4.832 0.001
C 2.387 -1.797 3.591 0.007
H 2.970 1.703 1.444 0.002
H 4.628 3.323 0.623 0.000
H 6.017 2.785 -1.336 0.000
H 5.689 0.643 -2.527 0.000
H 4.019 -0.959 -1.731 0.000
H 1.529 -2.436 -1.829 0.000
H 2.311 -4.391 -3.106 0.000
H 4.074 -5.845 -2.184 0.000
H 5.034 -5.353 0.035 0.000
H 4.262 -3.414 1.306 0.001
H 5.104 -0.795 1.862 0.000
H 6.151 -1.170 4.052 0.000
H 4.786 -1.925 5.963 0.000
H 2.374 -2.327 5.664 0.000
H 1.330 -1.991 3.464 -0.009
C 0.399 1.054 3.334 0.000
C 0.008 1.644 2.017 0.009
O 0.600 2.668 1.622 0.015
N -0.987 1.148 1.274 -0.007
Te -1.179 2.787 -0.024 0.003
C -2.908 2.905 -1.379 0.001
C -3.959 2.084 -1.781 0.010
C -4.023 0.613 -1.516 -0.063
C -5.028 2.616 -2.501 0.000
C -5.105 3.960 -2.815 0.000
C -6.256 4.567 -3.543 0.000
C -4.041 4.766 -2.430 0.000
C -2.953 4.272 -1.735 0.001
C -1.836 5.236 -1.446 -0.001
C 0.409 2.409 -1.384 0.005
C 1.407 3.377 -1.491 0.000
C 1.492 4.584 -0.612 0.000
C 2.384 3.202 -2.463 -0.001
C 2.436 2.071 -3.259 0.001
C 3.459 1.936 -4.337 0.000
C 1.483 1.080 -3.060 -0.001
C 0.451 1.239 -2.148 0.005
C -0.601 0.186 -2.037 -0.106
H -0.461 0.703 3.894 0.001
H 0.914 1.827 3.896 -0.001
H 1.094 0.232 3.181 0.003
H -3.171 0.280 -0.928 0.051
H -4.052 0.072 -2.462 -0.002
H -4.942 0.383 -0.981 -0.002
H -5.813 1.945 -2.819 0.000
H -6.994 3.821 -3.823 0.000
H -5.907 5.069 -4.445 0.000
H -6.730 5.320 -2.914 0.000
H -4.064 5.815 -2.690 0.000
H -2.028 6.174 -1.966 0.000
H -0.884 4.846 -1.810 0.000
H -1.750 5.475 -0.382 0.000
H 0.611 4.697 0.023 0.000
H 1.648 5.484 -1.205 0.000
H 2.349 4.470 0.052 0.000
H 3.127 3.975 -2.595 0.000
H 4.359 2.493 -4.099 0.000
H 3.052 2.332 -5.267 0.000
H 3.719 0.895 -4.504 0.000
H 1.537 0.176 -3.646 0.000
H -0.392 -0.633 -2.723 -0.002
H -1.570 0.612 -2.281 -0.017
H -0.637 -0.227 -1.007 0.089


[4]
60
Properties=species:S:1:pos:R:3:mulliken_charge:R:1 method="wB97M-V/def2-TZVPD" spin_multiplicity=1 charge=+1 de_lowest_kcal_mol=0.00 homo_ev=-12.21 energy_ev=-76678.6776 e_lumo_ha=-0.13941
Pt -0.810 -0.059 0.410 1.836
O -0.447 4.151 0.513 -0.469
C -0.103 2.881 0.500 0.708
O -0.796 2.049 -0.069 -0.686
C 1.232 2.703 1.201 -0.435
O 1.765 1.415 1.128 -0.419
C 1.826 0.638 2.305 -0.593
C 0.541 -0.155 2.451 0.632
O 0.608 -1.420 2.664 -0.773
O -0.560 0.487 2.402 -0.743
H -1.279 4.267 0.026 0.393
H 1.125 3.074 2.224 0.348
H 1.915 3.378 0.677 0.448
H 1.967 1.253 3.199 0.388
H 2.668 -0.040 2.197 0.376
O -0.453 -1.769 -3.486 -0.644
S -0.442 -1.824 -2.068 0.964
O -1.499 -2.898 -1.585 -0.398
O 0.764 -2.197 -1.388 -0.565
O -1.003 -0.505 -1.524 -0.551
C -1.809 -2.370 4.883 -1.103
Si -2.807 -2.255 3.315 0.478
C -3.898 -3.741 3.047 -1.007
C -3.741 -0.656 3.156 -1.027
Sb -0.944 -2.318 1.480 -0.169
Si 0.409 -4.544 1.076 0.720
C -0.050 -5.501 2.611 -1.138
C 2.148 -3.902 1.099 -1.044
C -0.103 -5.450 -0.459 -0.589
Si -3.194 -3.007 -1.859 0.306
C -3.512 -2.797 -3.665 -1.108
C -4.034 -1.713 -0.821 -0.514
C -3.540 -4.719 -1.225 -0.994
H -2.496 -2.348 5.734 0.442
H -1.120 -1.532 4.990 0.297
H -1.238 -3.297 4.942 0.303
H -4.666 -3.760 3.825 0.429
H -3.350 -4.681 3.103 0.299
H -4.414 -3.695 2.086 0.291
H -4.251 -0.455 4.102 0.440
H -4.499 -0.714 2.376 0.342
H -3.081 0.186 2.944 0.210
H 0.235 -5.007 3.541 0.307
H 0.481 -6.457 2.571 0.407
H -1.117 -5.729 2.639 0.266
H 2.391 -3.390 2.029 0.271
H 2.314 -3.226 0.260 0.310
H 2.828 -4.752 0.989 0.456
H -0.649 -6.355 -0.189 0.433
H 0.804 -5.738 -0.996 0.437
H -0.708 -4.856 -1.139 -0.195
H -3.105 -1.849 -4.022 0.360
H -4.583 -2.812 -3.875 0.365
H -3.040 -3.596 -4.240 0.330
H -3.668 -0.713 -1.055 0.284
H -3.894 -1.889 0.247 -0.255
H -5.110 -1.733 -1.018 0.537
H -2.836 -5.436 -1.650 0.338
H -4.546 -5.041 -1.502 0.420
H -3.467 -4.773 -0.137 0.245


[5]
22
Properties=species:S:1:pos:R:3:mulliken_charge:R:1 method="wB97M-V/def2-TZVPD" spin_multiplicity=1 de_lowest_kcal_mol=43.98 homo_ev=-8.57 energy_ev=-20340.2216 e_lumo_ha=0.01989
C 1.363 1.375 -1.714 -0.861
S 1.261 2.310 -0.168 -0.133
C -0.340 2.009 0.493 -0.593
C -0.700 0.442 0.356 0.149
C -0.979 -0.318 1.575 -0.689
C 0.057 -1.423 1.586 -0.281
O -0.514 -2.524 2.400 -0.578
H 1.293 0.333 -1.537 0.183
H 0.658 1.528 -2.476 0.371
H 2.437 1.554 -2.063 0.309
H -0.310 2.297 1.570 0.292
H -1.051 2.734 0.136 0.416
H -1.650 0.504 -0.216 0.203
H 0.060 -0.007 -0.260 -0.237
H -1.979 -0.817 1.718 0.356
H -1.067 0.216 2.586 0.341
H 0.132 -1.819 0.523 0.212
H 1.037 -1.159 1.964 0.228
H -0.705 -2.026 3.313 0.320
O 0.325 -2.114 -3.090 -0.615
H -0.337 -1.419 -3.181 0.309
H 1.009 -1.676 -3.514 0.297


[6]
76
Properties=species:S:1:pos:R:3:mulliken_charge:R:1 method="wB97M-V/def2-TZVPD" spin_multiplicity=1 charge=+1 de_lowest_kcal_mol=13.05 homo_ev=-10.46 energy_ev=-81604.4556 e_lumo_ha=-0.12279
Ta 0.500 0.188 -0.299 -0.390
C -3.037 -0.589 -2.020 -1.422
P -1.875 -1.143 -0.723 1.309
C -2.986 -1.314 0.707 -1.629
C -1.481 -2.870 -1.180 0.099
C -2.317 -3.933 -0.850 -0.803
C -1.959 -5.234 -1.166 -0.855
C -0.761 -5.486 -1.815 -0.801
C 0.075 -4.435 -2.159 -0.864
C -0.279 -3.125 -1.850 0.348
P 0.788 -1.702 -2.243 1.863
C 2.426 -2.419 -2.578 -1.672
C 0.291 -1.157 -3.918 -1.372
H -3.784 -1.369 -2.163 0.501
H -2.529 -0.395 -2.963 0.235
H -3.514 0.330 -1.680 0.417
H -3.889 -1.848 0.416 0.663
H -3.263 -0.324 1.067 0.381
H -2.469 -1.855 1.500 0.373
H -3.253 -3.757 -0.338 0.348
H -2.614 -6.052 -0.896 0.429
H -0.471 -6.501 -2.051 0.432
H 1.007 -4.645 -2.664 0.342
H 2.815 -2.896 -1.679 0.397
H 3.096 -1.610 -2.861 0.426
H 2.367 -3.136 -3.396 0.548
H 0.132 -2.020 -4.563 0.480
H 1.102 -0.548 -4.322 0.426
H -0.608 -0.544 -3.893 0.209
S 1.015 -1.622 1.346 -0.669
C 1.828 -0.302 2.149 0.888
C 2.712 -0.411 3.214 -0.796
C 3.296 0.745 3.697 -0.423
C 2.991 1.974 3.114 -0.963
C 2.108 2.002 2.059 -0.492
N 1.531 0.888 1.604 0.392
H 2.922 -1.383 3.638 0.529
H 3.996 0.697 4.521 0.445
H 3.435 2.891 3.473 0.487
H 1.829 2.923 1.563 0.549
O 0.028 2.361 -3.630 -0.601
C 0.839 1.969 -2.836 0.554
O 0.449 1.240 -1.768 0.854
C 2.294 2.185 -2.931 0.014
C 2.713 3.091 -3.916 -1.046
C 4.047 3.354 -4.120 -0.637
C 4.999 2.696 -3.346 -0.564
C 4.606 1.805 -2.370 -1.190
C 3.251 1.535 -2.132 1.194
S 2.980 0.377 -0.831 -0.289
H 1.953 3.575 -4.515 0.490
H 4.346 4.068 -4.875 0.416
H 6.053 2.878 -3.510 0.411
H 5.341 1.294 -1.761 0.479
C -2.112 -0.734 4.765 -0.907
N -1.918 0.619 4.277 0.168
C -1.459 1.531 5.310 -1.117
C -1.103 0.684 3.073 -0.244
C -1.729 1.455 1.912 1.029
C -2.852 2.231 2.193 -0.490
C -3.497 2.964 1.209 -0.933
C -3.015 2.928 -0.086 -1.009
C -1.897 2.160 -0.375 -0.274
C -1.216 1.404 0.597 0.239
H -1.172 -1.243 5.032 0.298
H -2.624 -1.326 4.004 0.232
H -2.750 -0.708 5.648 0.371
H -0.417 1.344 5.615 0.287
H -2.100 1.437 6.186 0.436
H -1.528 2.560 4.951 0.324
H -0.881 -0.333 2.745 -0.093
H -0.141 1.150 3.312 0.274
H -3.234 2.229 3.203 0.513
H -4.367 3.559 1.456 0.418
H -3.501 3.489 -0.875 0.468
H -1.556 2.160 -1.402 0.557


[7]
8
Properties=species:S:1:pos:R:3:mulliken_charge:R:1 method="wB97M-V/def2-TZVPD" spin_multiplicity=1 de_lowest_kcal_mol=48.56 homo_ev=-10.71 energy_ev=-8270.4224 e_lumo_ha=-0.05268
O -1.288 0.726 1.080 -0.438
C -0.084 0.719 1.079 0.044
C 0.708 -0.012 -0.011 0.603
O 1.915 -0.009 0.003 -0.465
C -0.144 -0.674 -1.012 -0.015
C -0.330 -1.378 -2.075 -0.377
H 0.536 1.225 1.841 0.371
H -1.262 -0.599 -0.907 0.277


Number 1: F_max 6.97 eV/Å. Number 2: F_max 1.58 eV/Å. Number 3: F_max 3.64 eV/Å. Number 4: F_max 0.49 eV/Å. Number 5: F_max 4.96 eV/Å. Number 6: F_max 1.90 eV/Å. Number 7: F_max 0.72 eV/Å.